1.
Entry from OMol25: C20H41CuN14OPS2Si2Te as an isolated structure (wB97M-V/def2-TZVPD).

XYZ file:
```
83
Properties=species:S:1:pos:R:3:forces:R:3:nbo_charge:R:1
Cu -1.437 1.501 -0.882 0.0 0.1 -0.1 1.2256
S -1.701 3.320 0.500 0.0 0.0 -0.1 -0.2465
C -1.805 2.547 2.037 -0.1 0.2 0.1 -0.2929
C -1.903 3.409 3.184 0.0 -0.1 0.0 0.2959
N -1.969 4.110 4.096 0.0 0.0 0.0 -0.3777
C -1.834 1.200 2.208 0.0 -0.2 0.1 -0.3405
S -1.747 0.077 0.878 0.0 -0.1 0.0 -0.3607
C -1.970 0.640 3.518 0.0 0.0 0.0 0.3017
N -2.091 0.169 4.565 0.1 0.0 0.0 -0.4006
N -0.418 1.882 -4.115 0.0 -0.1 0.1 -0.6007
C 0.517 1.302 -3.283 0.0 0.1 -0.1 0.4418
N 1.657 0.805 -3.749 0.0 0.0 0.0 -0.4190
N 2.299 0.378 -2.644 0.0 0.0 0.0 -0.1364
N 1.583 0.613 -1.598 -0.1 -0.2 -0.1 -0.1648
N 0.421 1.201 -1.962 0.1 0.0 0.0 -0.5068
C -1.687 2.280 -3.750 0.0 0.0 -0.1 0.4518
N -2.612 2.605 -4.640 0.1 0.1 0.0 -0.4230
N -3.683 2.946 -3.887 0.0 -0.2 0.0 -0.1380
N -3.419 2.811 -2.636 0.1 0.2 0.0 -0.1250
N -2.131 2.408 -2.505 -0.1 -0.1 -0.1 -0.5226
H -0.261 1.769 -5.099 0.0 0.0 0.0 0.4080
C -4.783 -3.121 -1.848 0.0 0.0 0.0 -0.3980
N -3.989 -1.927 -1.695 0.1 0.1 0.0 -0.8211
C -4.693 -0.775 -1.147 -0.1 0.0 0.0 -0.4024
P -2.401 -1.802 -2.128 -0.1 0.0 0.0 2.4640
O -1.975 -0.395 -2.279 0.0 0.0 0.0 -1.1522
N -1.463 -2.658 -1.077 -0.1 -0.1 0.1 -0.8342
C -0.025 -2.425 -1.064 0.1 0.0 0.0 -0.4191
C -1.950 -3.402 0.066 0.0 0.0 0.0 -0.3904
N -2.353 -2.654 -3.582 0.0 0.0 0.0 -0.8025
C -1.096 -3.271 -3.983 0.0 0.0 0.0 -0.4090
C -2.969 -1.912 -4.681 0.0 0.0 0.0 -0.4154
H -5.197 -3.444 -0.884 0.0 0.0 0.0 0.1758
H -4.177 -3.926 -2.259 0.0 0.0 0.0 0.2185
H -5.626 -2.939 -2.526 0.0 0.0 0.0 0.1780
H -4.969 -0.939 -0.100 0.0 0.0 0.0 0.1840
H -5.604 -0.593 -1.729 0.0 0.0 0.0 0.1746
H -4.068 0.112 -1.206 0.0 0.0 0.0 0.2609
H 0.272 -1.785 -1.894 0.0 0.0 0.0 0.2350
H 0.514 -3.378 -1.141 0.0 0.0 0.0 0.1678
H 0.279 -1.921 -0.143 0.0 0.0 0.0 0.2301
H -3.036 -3.382 0.104 0.0 0.0 0.0 0.2057
H -1.573 -2.952 0.988 0.0 0.0 0.0 0.2142
H -1.620 -4.448 0.024 0.0 0.0 0.0 0.1652
H -0.694 -3.863 -3.162 0.0 0.0 0.0 0.2112
H -0.341 -2.536 -4.289 0.0 0.0 0.0 0.1923
H -1.288 -3.936 -4.830 0.0 0.0 0.0 0.1800
H -3.899 -1.454 -4.345 0.0 0.0 0.0 0.2163
H -3.189 -2.601 -5.502 0.0 0.0 0.0 0.1767
H -2.319 -1.110 -5.049 0.0 0.0 0.0 0.2027
C 3.288 3.922 2.060 0.0 0.0 0.0 -1.1233
Si 3.917 2.876 0.635 0.0 0.1 -0.1 1.6638
C 2.987 3.293 -0.929 0.0 0.0 0.0 -1.1365
C 5.748 3.284 0.389 0.0 0.0 0.0 -1.1101
C 3.741 1.063 1.042 0.0 0.0 -0.1 -1.1932
Te 1.654 0.577 1.301 0.0 0.0 0.1 0.5793
C 1.711 0.706 3.474 -0.1 -0.1 -0.1 -1.2236
Si 2.004 -0.961 4.246 0.1 0.0 0.0 1.6672
C 0.696 -2.189 3.716 0.0 0.0 0.0 -1.1325
C 1.969 -0.830 6.126 0.0 0.0 0.0 -1.1156
C 3.696 -1.630 3.755 0.0 0.0 0.0 -1.1194
H 3.406 4.987 1.842 0.0 0.0 0.0 0.2253
H 3.831 3.705 2.984 0.0 0.0 0.0 0.2182
H 2.226 3.732 2.233 0.0 0.0 0.0 0.2580
H 3.137 4.336 -1.218 0.0 0.0 0.0 0.2198
H 1.916 3.127 -0.786 0.0 0.0 0.0 0.2712
H 3.306 2.653 -1.756 0.0 0.0 0.0 0.2516
H 5.895 4.344 0.163 0.0 0.0 0.0 0.2201
H 6.166 2.703 -0.438 0.0 0.0 0.0 0.2273
H 6.323 3.049 1.289 0.0 0.0 0.0 0.2172
H 4.276 0.761 1.945 0.0 0.0 0.0 0.2300
H 4.087 0.441 0.214 0.0 0.0 0.0 0.2517
H 0.727 1.081 3.765 0.0 0.0 0.0 0.2528
H 2.438 1.468 3.760 0.1 0.0 0.0 0.2367
H -0.283 -1.881 4.089 0.0 0.0 0.0 0.2549
H 0.914 -3.191 4.095 0.0 0.0 0.0 0.2167
H 0.648 -2.234 2.626 0.0 0.0 0.0 0.2499
H 0.994 -0.462 6.455 0.0 0.0 0.0 0.2424
H 2.732 -0.134 6.485 0.0 0.0 0.0 0.2208
H 2.145 -1.800 6.601 0.0 0.0 0.0 0.2164
H 3.772 -1.726 2.670 0.0 0.0 0.0 0.2451
H 3.850 -2.621 4.195 0.0 0.0 0.0 0.2182
H 4.505 -0.981 4.099 0.0 0.0 0.0 0.2211
```
Positions in Å, forces in eV/Å.

Summary:
<S²> ... 0.755
Total energy ... -142967.5164 eV
Spin multiplicity ... 2
Orbital gap (spin up / spin down) ... 6.226 / 6.175 eV
Net charge ... -2

=====

2.
Entry from OMol25: C30H37BBr2FN4O5STm as an isolated structure at a distorted geometry (wB97M-V/def2-TZVPD).

XYZ file:
```
82
Properties=species:S:1:pos:R:3:forces:R:3:lowdin_spin:R:1
Tm 1.150 1.875 2.415 -0.3 -0.1 -0.1 2.0151
Br 0.114 4.454 4.074 0.3 -0.3 0.3 -0.0008
C -0.958 5.037 2.614 -0.1 0.2 -0.4 0.0000
Br -0.207 4.435 0.941 0.1 -0.1 0.1 -0.0011
H -1.007 6.112 2.597 0.2 0.3 0.0 0.0000
H -1.941 4.622 2.720 -0.3 -0.3 0.0 0.0000
C -4.475 -3.885 1.042 0.0 -0.2 1.0 0.0000
C -2.962 -3.863 1.005 0.2 0.3 -1.1 0.0000
N -2.365 -2.505 0.884 0.0 -0.1 0.4 -0.0001
C -1.927 -1.908 2.010 0.2 -0.2 0.1 0.0000
C -1.249 -0.725 2.016 -0.5 -0.6 0.6 0.0000
C -0.880 -0.019 3.277 0.4 0.6 0.5 -0.0002
O 0.430 0.158 3.391 -1.0 -0.1 0.0 -0.0008
O -1.730 0.465 4.005 0.6 -0.5 -0.2 -0.0003
C -0.917 -0.047 0.834 -0.6 -1.1 -0.1 -0.0001
O -0.359 1.066 0.870 0.8 1.2 -0.3 -0.0021
C -1.321 -0.718 -0.383 -0.5 -0.1 -0.1 -0.0001
C -1.038 -0.176 -1.636 -0.3 -0.9 0.2 0.0000
C -1.508 -0.772 -2.772 0.3 1.0 0.5 0.0000
F -1.219 -0.071 -3.883 -0.1 -0.4 -0.8 0.0000
C -2.302 -1.923 -2.766 -0.2 -0.6 0.0 0.0000
C -2.593 -2.476 -1.518 0.5 1.1 0.0 0.0000
C -2.124 -1.887 -0.329 0.5 -0.2 -0.4 0.0000
N -2.827 -2.528 -3.936 0.1 -0.1 0.1 0.0000
C -2.921 -3.980 -3.964 0.3 -0.1 0.5 0.0000
C -4.211 -4.329 -4.654 -0.3 -0.8 -0.8 0.0000
N -4.455 -3.332 -5.758 0.4 -0.5 0.0 0.0000
C -3.161 -2.842 -6.358 -0.7 -0.1 0.2 0.0000
C -2.441 -2.047 -5.260 0.5 0.4 -0.3 0.0000
H -4.816 -4.918 1.049 0.0 -0.1 -0.1 0.0000
H -4.940 -3.381 0.211 -0.1 0.3 -0.3 0.0000
H -4.826 -3.455 1.995 0.0 0.1 -0.5 0.0000
H -2.565 -4.462 0.178 -0.1 0.1 0.1 0.0000
H -2.548 -4.306 1.885 0.2 -0.2 0.6 0.0000
H -2.078 -2.471 2.934 -0.2 0.3 -0.3 0.0000
H -0.399 0.672 -1.744 0.2 0.6 0.1 0.0000
H -3.248 -3.307 -1.430 -0.3 -0.5 -0.1 0.0000
H -2.987 -4.381 -2.962 0.2 -0.1 0.0 0.0000
H -2.021 -4.432 -4.420 -0.4 0.1 0.0 0.0000
H -5.077 -4.339 -3.989 0.1 0.3 -0.1 0.0000
H -4.191 -5.298 -5.156 0.2 -0.1 0.2 0.0000
H -4.900 -2.530 -5.359 -0.6 0.7 0.3 0.0000
H -5.070 -3.745 -6.455 -0.1 0.1 -0.1 0.0000
H -3.443 -2.260 -7.232 0.3 0.3 0.1 0.0000
H -2.633 -3.711 -6.718 0.3 -0.3 0.1 0.0000
H -2.734 -1.005 -5.338 0.2 0.1 -0.1 0.0000
H -1.354 -2.135 -5.446 -0.3 0.1 0.1 0.0000
S 4.739 2.618 5.378 0.4 0.2 0.4 -0.0001
C 3.694 2.488 4.066 0.1 -0.2 -0.3 -0.0003
N 2.532 1.946 4.310 -0.1 0.4 -0.2 -0.0020
C 2.386 1.643 5.661 -0.1 0.0 0.2 0.0000
C 1.251 1.087 6.276 0.2 -0.6 -0.3 0.0000
C 1.323 0.861 7.630 -0.8 0.1 0.5 0.0000
C 2.449 1.221 8.377 -0.5 0.0 0.3 0.0000
C 3.549 1.774 7.795 0.3 -0.4 -0.1 0.0000
C 3.523 1.961 6.418 -0.1 0.2 -0.3 -0.0001
H 4.011 2.788 3.068 -0.1 -0.1 0.1 0.0000
H 0.415 0.701 5.690 0.2 0.5 0.2 0.0000
H 0.451 0.459 8.163 0.5 0.0 -0.4 0.0000
H 2.459 1.087 9.446 -0.1 -0.2 0.1 0.0000
H 4.404 1.951 8.417 0.4 0.4 -0.1 0.0000
C 5.190 1.288 -1.403 0.1 -0.1 -0.4 0.0000
C 3.696 1.532 -1.521 -0.7 -1.0 0.5 -0.0003
C 3.066 0.989 -2.793 1.0 -0.2 -0.4 0.0000
O 3.060 0.800 -0.394 0.1 0.2 -0.1 -0.0009
B 2.900 1.675 0.663 0.2 -0.1 -0.8 -0.0053
O 3.300 2.947 0.237 0.1 1.0 0.2 0.0000
C 3.305 2.980 -1.224 -0.4 -0.5 0.2 -0.0003
C 1.870 3.281 -1.605 -0.7 -0.5 -0.4 0.0000
C 4.231 4.015 -1.796 0.9 0.1 0.9 0.0000
H 5.435 0.225 -1.355 -0.3 0.0 -0.1 0.0000
H 5.591 1.748 -0.505 0.0 0.1 0.1 0.0000
H 5.703 1.701 -2.270 0.1 0.1 0.0 0.0000
H 3.416 -0.029 -2.984 -0.1 0.0 0.1 0.0000
H 3.384 1.583 -3.654 0.0 0.1 0.0 0.0000
H 1.989 0.982 -2.779 -0.3 0.0 0.2 0.0000
H 1.201 2.512 -1.163 0.2 0.3 -0.4 0.0000
H 1.703 3.371 -2.691 0.1 -0.3 0.3 0.0000
H 1.580 4.233 -1.201 0.0 0.6 0.3 0.0000
H 5.210 3.907 -1.299 -0.3 0.2 -0.4 0.0000
H 3.854 5.003 -1.565 -0.1 0.3 0.0 0.0000
H 4.365 3.943 -2.875 -0.1 -0.2 0.0 0.0000
```
Positions in Å, forces in eV/Å.

Summary:
ΔE to the lowest compared entry with this formula, charge and spin ... 4.3 kcal per mole
<S²> ... 2.002
Total energy ... -231743.5056 eV
Spin multiplicity ... 3
Orbital gap (spin up / spin down) ... 6.959 / 6.926 eV
Net charge ... +2

=====

3.
Entry from OMol25: the molecule C7H6O3 at a distorted geometry (wB97M-V/def2-TZVPD).

XYZ file:
```
16
Properties=species:S:1:pos:R:3:forces:R:3:nbo_charge:R:1
C 0.778 -3.703 -0.540 0.0 1.2 0.3 -0.1171
C 1.129 -2.594 -0.187 0.5 0.3 -0.5 -0.1910
C 1.290 -1.259 -0.009 -4.7 3.0 -1.4 0.3018
C 0.083 0.449 -0.780 3.0 -3.2 1.6 0.3445
C 2.162 0.913 0.199 1.0 -0.7 0.2 0.9760
C -1.693 1.528 0.815 -1.3 -0.7 -1.6 -0.6122
C -1.342 0.707 -0.485 0.0 -1.2 1.6 -0.5540
O 3.041 1.603 0.575 0.6 0.2 0.3 -0.5431
O 2.250 -0.449 0.224 3.1 -0.4 0.9 -0.4687
O 1.065 1.340 -0.335 -3.5 0.2 -1.0 -0.5075
H 0.276 -4.501 -0.974 -0.2 -1.2 -0.2 0.2289
H -1.228 2.525 0.799 -0.8 -0.1 -0.3 0.2230
H -1.385 1.103 1.749 0.4 -0.8 0.3 0.2154
H -2.830 1.409 0.770 1.4 1.2 0.5 0.2217
H -1.673 1.220 -1.357 -0.8 0.7 -0.7 0.2355
H -1.924 -0.290 -0.463 1.2 1.4 -0.1 0.2468
```
Positions in Å, forces in eV/Å.

Summary:
ΔE to the lowest compared entry with this formula, charge and spin ... 183.2 kcal per mole
Total energy ... -13490.5880 eV
Spin multiplicity ... 1
Orbital gap (spin up / spin down) ... 6.820 / 7.947 eV

=====

4.
Entry from OMol25: C35H43AsBN5O8Zn as an isolated structure at a distorted geometry (wB97M-V/def2-TZVPD).

XYZ file:
```
94
Properties=species:S:1:pos:R:3:forces:R:3:mulliken_charge:R:1
Zn 0.693 -1.836 1.396 -0.3 -0.1 2.7 2.1709
N -0.794 -3.236 2.005 -1.1 -1.0 -0.5 -0.6788
C -1.422 -4.122 0.961 0.3 0.6 1.0 -0.7667
C -1.304 -3.518 -0.440 0.6 0.7 0.1 -0.6074
N -0.014 -2.761 -0.572 -0.3 -0.7 -0.8 0.4376
C 1.061 -3.728 -0.871 1.1 0.7 -0.4 -0.5347
C 2.352 -3.596 -0.028 -0.1 0.5 1.2 -0.6397
N 2.472 -2.243 0.664 0.2 -1.4 -2.6 -0.3579
H -0.472 -3.725 2.861 -0.2 0.4 -0.9 0.2668
H -1.474 -2.542 2.316 0.1 -0.1 0.1 0.2505
H -2.471 -4.273 1.176 -0.4 -0.2 0.0 0.4130
H -0.954 -5.097 1.033 0.3 -0.1 -0.1 0.3404
H -2.150 -2.840 -0.649 0.4 -0.2 0.1 0.3383
H -1.278 -4.340 -1.161 -0.5 0.2 -0.1 0.4975
H -0.074 -2.162 -1.402 -0.2 0.1 0.6 -0.5557
H 1.377 -3.638 -1.921 -0.3 0.1 0.1 0.4431
H 0.717 -4.734 -0.752 -0.3 -0.6 0.1 0.2748
H 3.177 -3.788 -0.687 0.6 0.0 -0.3 0.4330
H 2.383 -4.409 0.727 -0.1 0.8 -0.1 0.3799
H 2.480 -1.509 -0.063 0.8 -0.4 0.6 0.3016
H 3.247 -2.190 1.320 -0.2 0.2 -0.1 0.2148
O 0.407 1.508 2.633 0.9 0.5 1.1 -0.7560
C -0.205 0.896 1.797 -0.6 0.6 -0.3 0.3135
O 0.230 -0.007 1.018 -0.2 -0.3 -1.0 -1.2783
C -1.630 1.349 1.552 -0.2 -0.7 -0.8 0.2889
C -2.088 2.521 2.108 0.5 0.6 0.0 -0.5399
C -3.342 2.984 1.775 0.0 -1.5 -0.7 -0.3177
C -4.189 2.279 0.924 -0.5 1.0 0.0 -0.3894
C -3.704 1.099 0.416 0.0 -0.5 -0.3 -0.1341
C -2.454 0.638 0.674 1.4 -0.2 1.0 -0.1138
N -4.559 0.289 -0.440 -1.1 -0.6 -0.9 1.1649
O -5.659 0.774 -0.649 0.2 -0.6 -0.3 -0.6340
O -4.191 -0.806 -0.892 0.0 1.5 0.8 -0.5838
N -3.733 4.230 2.346 -0.1 1.0 0.6 1.0714
O -2.983 4.722 3.174 -0.4 0.2 -0.2 -0.6256
O -4.780 4.713 1.976 -0.3 0.3 0.0 -0.6230
H -1.448 3.175 2.703 -0.1 -0.6 0.0 0.6328
H -5.161 2.649 0.584 0.5 -0.1 0.5 0.5749
H -2.064 -0.274 0.250 -0.1 0.0 -0.2 0.4583
C 2.378 -2.048 6.707 0.3 0.0 -0.2 -1.9378
C 2.036 -0.969 5.675 -0.5 0.1 0.1 1.6676
C 1.413 0.296 6.366 0.1 -0.9 -0.5 -1.5466
O 1.009 -1.572 4.785 -0.1 0.9 1.7 -0.5531
B 1.495 -1.743 3.538 -0.1 -0.1 -1.6 -0.2085
O 2.844 -1.402 3.491 0.1 0.3 -0.3 -0.6786
C 3.206 -0.652 4.662 0.8 -0.1 -0.1 1.6538
C 3.367 0.822 4.243 1.6 -0.7 -0.5 -1.7522
C 4.575 -1.227 5.066 -0.7 -0.4 0.3 -1.9688
H 1.500 -2.317 7.295 -0.1 0.1 -0.1 0.4792
H 3.146 -1.689 7.406 -0.1 -0.2 -0.2 0.3468
H 2.725 -2.967 6.205 0.0 0.4 0.2 0.3253
H 0.621 -0.003 7.082 0.4 0.1 -0.5 0.3957
H 0.993 0.905 5.568 -0.2 0.1 0.1 0.2687
H 2.150 0.914 6.894 0.0 -0.3 -0.1 0.3142
H 2.468 1.251 3.858 -0.6 0.2 -0.3 0.1670
H 4.158 0.829 3.409 -1.1 0.1 1.2 0.3781
H 3.745 1.424 5.075 0.0 0.0 -0.1 0.3906
H 4.508 -2.320 5.018 0.1 0.3 0.2 0.3688
H 4.832 -0.909 6.061 0.2 0.0 0.6 0.3922
H 5.397 -0.927 4.433 0.0 0.3 -0.5 0.4040
C 0.999 -1.782 -6.817 0.0 -0.2 -0.4 -0.4665
C -0.119 -2.164 -6.077 0.4 -0.5 -0.4 -0.6751
C -0.500 -1.476 -4.950 -0.3 1.1 0.2 -0.4710
C 0.177 -0.279 -4.590 -0.1 -0.9 -0.1 0.4456
C 1.357 0.033 -5.284 -0.7 0.0 0.8 -0.3709
C 1.752 -0.701 -6.395 -0.2 0.1 0.4 -0.6145
As -0.482 0.734 -3.032 0.8 0.8 -0.5 0.9431
C 0.712 2.319 -3.120 -0.2 -0.1 0.8 -0.3265
C 1.243 2.722 -1.879 0.1 0.1 -0.4 -0.6735
C 2.100 3.825 -1.838 0.0 0.1 0.3 -0.5186
C 2.356 4.553 -2.993 0.4 0.0 0.0 -0.4966
C 1.737 4.222 -4.189 -0.8 -0.4 -0.3 -0.7446
C 0.911 3.103 -4.271 0.3 -0.7 1.0 0.2468
C -2.082 1.651 -3.706 0.4 -0.3 0.4 0.9819
C -2.303 3.017 -3.449 -0.4 -0.8 0.0 -0.5717
C -3.619 3.457 -3.388 0.4 0.0 -0.3 -0.6791
C -4.696 2.597 -3.519 -0.6 0.3 -0.3 -0.5904
C -4.453 1.269 -3.792 0.2 -1.6 -0.4 -0.6193
C -3.144 0.783 -3.950 -0.8 1.2 0.4 -0.4445
H 1.275 -2.338 -7.720 -0.1 0.2 0.4 0.3511
H -0.685 -3.038 -6.370 0.0 0.0 -0.1 0.3976
H -1.390 -1.850 -4.427 0.4 0.4 0.0 0.2089
H 1.961 0.847 -4.890 0.0 0.0 -0.4 0.4198
H 2.646 -0.385 -6.894 0.3 -0.1 -0.4 0.4249
H 0.997 2.188 -0.949 0.2 0.1 -0.5 0.4177
H 2.559 4.140 -0.892 -0.2 -0.2 -0.4 0.4168
H 3.104 5.346 -2.979 -0.4 0.0 0.1 0.3503
H 1.785 4.839 -5.068 0.5 0.2 -0.2 0.4072
H 0.453 2.755 -5.191 0.0 0.4 -0.1 0.5133
H -1.492 3.718 -3.264 -0.1 -0.3 0.0 0.2909
H -3.784 4.499 -3.275 -0.2 0.8 0.3 0.4588
H -5.728 2.985 -3.497 0.6 -0.3 0.2 0.3654
H -5.253 0.520 -3.848 0.1 0.6 -0.1 0.3526
H -2.965 -0.255 -4.198 -0.1 0.0 0.2 0.2335
```
Positions in Å, forces in eV/Å.

Summary:
ΔE to the lowest compared entry with this formula, charge and spin ... 0.0 kcal per mole
Total energy ... -170752.4147 eV
Spin multiplicity ... 1
Orbital gap ... 5.798 eV